{"formula": "C25H51BrCl20NO5P", "method": "ωB97M-V/def2-TZVPD", "smiles": "CC[C@H](Br)[C@H](OC(N)=O)P(=O)(O)O.ClCCCl.ClCCCl.ClCCCl.ClCCCl.ClCCCl.ClCCCl.ClCCCl.ClCCCl.ClCCCl.ClCCCl", "orbital_gap_ev": 9.687, "lumo_ha": 0.0038, "total_energy_ev": -368264.8751, "charge": 0, "largest_force_ha_per_bohr": 0.0322, "multiplicity": 1, "elements": ["C", "C", "C", "Br", "C", "O", "C", "N", "O", "P", "O", "O", "O", "H", "H", "H", "H", "H", "H", "H", "H", "H", "H", "H", "Cl", "C", "C", "Cl", "H", "H", "H", "H", "Cl", "C", "C", "Cl", "H", "H", "H", "H", "Cl", "C", "C", "Cl", "H", "H", "H", "H", "Cl", "C", "C", "Cl", "H", "H", "H", "H", "Cl", "C", "C", "Cl", "H", "H", "H", "H", "Cl", "C", "C", "Cl", "H", "H", "H", "H", "Cl", "C", "C", "Cl", "H", "H", "H", "H", "Cl", "C", "C", "Cl", "H", "H", "H", "H", "Cl", "C", "C", "Cl", "H", "H", "H", "H", "Cl", "C", "C", "Cl", "H", "H", "H", "H"], "positions_angstrom": [[2.3323, -0.9158, -1.1246], [0.8747, -1.1896, -1.5815], [-0.0704, -0.8672, -0.4198], [-0.1957, -2.4048, 0.7808], [-1.4830, -0.4619, -0.8447], [-1.9037, -1.2186, -1.9840], [-3.1023, -1.8785, -1.8173], [-4.2567, -1.1202, -1.6558], [-3.1310, -3.0776, -1.8628], [-1.7166, 1.3525, -1.0997], [-3.0803, 1.6166, -1.5706], [-0.6829, 1.9475, -2.1782], [-1.4073, 2.0191, 0.3562], [2.3963, 0.1235, -0.7899], [3.0430, -1.0919, -1.9270], [2.5381, -1.5441, -0.2538], [0.8178, -2.2555, -1.7945], [0.6881, -0.5755, -2.4655], [0.3632, -0.0550, 0.1731], [-2.1593, -0.7208, -0.0197], [-4.9966, -1.7369, -1.3461], [-4.1768, -0.3698, -0.9789], [0.2251, 1.8719, -1.8362], [-1.3124, 1.3030, 1.0009], [-6.9785, -3.7046, -0.6994], [-8.0574, -2.7180, 0.3221], [-7.3570, -2.2023, 1.5536], [-6.9681, -3.5069, 2.7023], [-8.9217, -3.3262, 0.5776], [-8.3939, -1.8814, -0.2885], [-8.0066, -1.5014, 2.0754], [-6.4301, -1.6918, 1.3016], [1.7495, 5.8229, -2.4002], [2.1754, 5.2872, -0.7562], [3.1672, 4.1535, -0.7738], [2.4539, 2.6476, -1.4066], [1.2561, 5.0088, -0.2456], [2.6109, 6.1443, -0.2442], [3.5033, 3.9406, 0.2403], [4.0353, 4.3913, -1.3835], [-1.1458, -0.3456, 3.3197], [-0.6585, -0.5596, 5.0256], [0.3758, -1.6428, 5.1841], [-0.2927, -3.2609, 4.8513], [-1.5543, -0.7729, 5.6031], [-0.2490, 0.3931, 5.3621], [0.7412, -1.6494, 6.2100], [1.2211, -1.4865, 4.5175], [1.8867, 1.8499, 1.9362], [1.0350, 2.9631, 3.0466], [1.9615, 3.5711, 4.0648], [2.5425, 2.3638, 5.2405], [0.2366, 2.4108, 3.5276], [0.5926, 3.7447, 2.4310], [1.4304, 4.3358, 4.6298], [2.8289, 4.0282, 3.5945], [4.8693, 7.7169, -4.7617], [3.9621, 8.6163, -3.5201], [4.8320, 9.0070, -2.3527], [5.3434, 7.5964, -1.3853], [3.1259, 7.9981, -3.2043], [3.5706, 9.5127, -3.9989], [4.2766, 9.6640, -1.6852], [5.7289, 9.5267, -2.6799], [2.9107, -2.1205, -4.1179], [4.2614, -2.9128, -4.9663], [5.3069, -3.4148, -4.0039], [6.1686, -2.0742, -3.2080], [4.6789, -2.1975, -5.6708], [3.8438, -3.7472, -5.5277], [6.0495, -4.0019, -4.5423], [4.8692, -4.0398, -3.2292], [-1.6541, 3.3233, 4.3793], [-2.5319, 4.4157, 5.4844], [-1.6139, 5.0399, 6.5036], [-0.9993, 3.8451, 7.6728], [-3.3263, 3.8444, 5.9578], [-2.9855, 5.1923, 4.8706], [-2.1562, 5.7944, 7.0710], [-0.7581, 5.5147, 6.0293], [7.0388, 0.7788, -5.9242], [8.3634, 1.6626, -5.1238], [8.8377, 0.9680, -3.8723], [7.6196, 1.0166, -2.5742], [8.0122, 2.6691, -4.9102], [9.1814, 1.7253, -5.8398], [9.7283, 1.4660, -3.4919], [9.0805, -0.0746, -4.0636], [-10.5192, -5.3956, -1.0867], [-9.1531, -6.4864, -1.4452], [-9.5077, -7.5140, -2.4887], [-10.6913, -8.7061, -1.8898], [-8.8455, -6.9537, -0.5132], [-8.3374, -5.8635, -1.8037], [-8.6144, -8.0679, -2.7722], [-9.9232, -7.0488, -3.3791], [-1.2522, -7.7103, 0.5985], [0.0602, -7.8016, 1.7988], [-0.1177, -6.8009, 2.9124], [0.1047, -5.1238, 2.3543], [1.0022, -7.6499, 1.2776], [0.0483, -8.8109, 2.2079], [0.6267, -6.9783, 3.6879], [-1.1057, -6.8760, 3.3606]]}